(1)
Here is a 7-piece molecular cluster, C20H46B2NO19 overall from OMol25. Energies are from ωB97M-V/def2-TZVPD.

```
88
Properties=species:S:1:pos:R:3:forces:R:3
B -5.10744 0.25993 0.02154 0.1978 0.1083 -0.0387
B -3.91822 0.34211 1.21598 0.1085 0.0090 0.0144
O -3.41170 1.56309 1.73568 -0.4885 0.2306 0.2965
N -3.25560 -0.87324 1.86139 -0.0431 0.3941 0.2340
C -3.48275 -0.97271 3.28931 -0.0468 -0.0911 -0.0668
C -1.86366 -1.02672 1.45970 -0.3428 -0.5760 -0.0823
H -4.57770 -0.12300 -1.03176 -0.0562 -0.0322 0.0563
H -5.68873 1.33143 -0.16318 0.0529 -0.0564 -0.0281
H -5.89582 -0.61790 0.38594 0.0143 0.0310 -0.0479
H -3.15296 1.50638 2.66661 0.3389 -0.1879 -0.3250
H -2.59912 -0.68809 3.88988 -0.0324 0.0139 0.0287
H -4.30560 -0.31956 3.60341 -0.0190 -0.0474 -0.0346
H -3.77334 -1.98754 3.59535 0.1175 -0.0080 0.0432
H -1.22259 -1.22764 2.32685 0.0657 0.1450 -0.0119
H -1.76137 -1.89504 0.79690 0.1509 0.0776 -0.0710
H -1.47370 -0.15535 0.92254 0.0533 0.0215 0.0634
C 2.42786 4.75559 0.49934 -0.0093 0.0370 0.0087
O 1.03559 4.88761 0.21899 0.0086 0.0030 -0.0113
C 0.43142 3.72809 -0.10209 -0.0181 -0.0009 0.0316
O 0.99205 2.66349 -0.16245 0.0097 0.0040 0.0129
O -0.83873 3.97785 -0.35015 0.0317 0.0345 -0.0329
C -1.63670 2.82062 -0.69662 -0.1339 -0.0902 -0.0538
H 2.77374 5.75726 0.73933 -0.0002 -0.0040 -0.0002
H 2.58994 4.08675 1.34326 0.0026 -0.0121 -0.0105
H 2.96252 4.36843 -0.36750 -0.0011 -0.0148 0.0056
H -1.65369 2.11088 0.12406 0.0123 0.0208 0.0102
H -1.24707 2.35550 -1.60074 0.0415 0.0026 0.0233
H -2.64176 3.19484 -0.85657 0.0041 0.0005 0.0184
C 1.40754 -2.05201 4.05227 0.0471 0.1274 0.0759
O 2.00605 -3.35749 4.10400 -0.0933 0.0667 -0.1465
C 1.55091 -4.20503 3.18166 -0.0004 0.0744 0.0465
O 0.71453 -3.96175 2.35432 0.0666 -0.0528 0.0352
O 2.18046 -5.37085 3.34001 -0.0087 -0.0045 0.0161
C 1.78098 -6.38319 2.40788 0.0198 -0.0335 0.0035
H 1.88681 -1.48794 4.84730 0.0009 -0.0105 -0.0029
H 1.59681 -1.57663 3.09222 -0.0290 -0.0538 -0.0305
H 0.33437 -2.10719 4.22397 -0.0039 -0.0607 -0.0485
H 1.99488 -6.06756 1.38844 -0.0139 0.0046 0.0041
H 0.71798 -6.59573 2.50509 -0.0006 0.0148 -0.0100
H 2.36801 -7.25984 2.66330 -0.0032 0.0034 -0.0002
C -3.12513 -6.76884 -3.56949 -0.0256 0.0114 -0.0225
O -2.73581 -5.62696 -2.80945 0.0113 0.0215 0.0076
C -1.90782 -5.89184 -1.79639 -0.0056 -0.0530 -0.0168
O -1.48241 -6.98826 -1.51852 0.0035 0.0147 0.0080
O -1.63736 -4.76191 -1.16635 0.0123 0.0097 -0.0191
C -0.75145 -4.89703 -0.04767 -0.0341 0.0074 0.0706
H -3.78883 -6.38993 -4.34099 0.0025 -0.0029 0.0039
H -2.25612 -7.24874 -4.01779 0.0014 -0.0064 0.0125
H -3.64802 -7.48884 -2.94170 0.0133 -0.0046 0.0038
H 0.20877 -5.28780 -0.38125 0.0054 -0.0087 0.0336
H -1.18436 -5.56412 0.69571 0.0225 -0.0384 -0.0250
H -0.63249 -3.91264 0.38509 -0.0628 0.0547 -0.1391
C 2.12114 2.16828 -6.97516 0.0153 0.0197 -0.0257
O 1.93001 3.41239 -6.29354 -0.0042 -0.0106 0.0002
C 1.27828 3.29527 -5.12976 -0.0074 0.0264 -0.0177
O 0.87497 2.27047 -4.65422 0.0056 -0.0113 0.0044
O 1.15691 4.51238 -4.60238 0.0079 -0.0497 0.0612
C 0.46271 4.54882 -3.34209 -0.0259 0.0554 0.0323
H 2.65458 2.41633 -7.88793 -0.0021 -0.0011 0.0034
H 2.70797 1.48471 -6.36436 -0.0135 -0.0048 0.0049
H 1.16217 1.70863 -7.20699 0.0014 -0.0067 0.0142
H 1.00154 3.95866 -2.60406 -0.0194 -0.0538 -0.0330
H -0.54969 4.16783 -3.45523 0.0176 -0.0420 0.0131
H 0.43665 5.59420 -3.05053 0.0139 -0.0034 -0.0102
C -2.85440 10.37775 -5.81206 -0.0307 0.0004 0.0175
O -2.27082 9.11074 -5.50221 0.0106 -0.0118 -0.0014
C -1.08989 8.89067 -6.08285 -0.0085 0.0296 -0.0040
O -0.51759 9.65892 -6.81456 0.0055 -0.0060 -0.0027
O -0.66064 7.69015 -5.71596 -0.0077 -0.0072 0.0095
C 0.61024 7.30997 -6.26513 0.0002 -0.0004 0.0037
H -3.79564 10.40257 -5.27163 0.0041 -0.0002 -0.0023
H -2.20643 11.18870 -5.48375 0.0072 -0.0027 -0.0120
H -3.02880 10.46773 -6.88293 0.0138 0.0033 -0.0005
H 1.37947 8.01404 -5.95163 -0.0033 0.0041 -0.0075
H 0.56106 7.29408 -7.35252 -0.0062 0.0049 0.0011
H 0.81075 6.32031 -5.86946 0.0222 0.0586 -0.0578
C 2.50400 -4.37697 6.97559 -0.0920 0.0091 0.0758
O 3.09144 -5.37462 7.82762 -0.0181 -0.0106 -0.0113
C 4.41321 -5.45355 7.75183 0.0479 -0.0180 0.0225
O 5.13403 -4.76795 7.07443 -0.0144 0.0139 -0.0041
O 4.82401 -6.43144 8.56811 -0.0198 0.0129 -0.0149
C 6.24012 -6.62274 8.58071 0.0066 -0.0287 0.0253
H 1.43594 -4.42913 7.16617 0.0079 -0.0223 0.0098
H 2.88060 -3.38972 7.23840 0.0397 -0.0076 -0.0350
H 2.70498 -4.58058 5.92935 0.1062 -0.0558 0.0684
H 6.74682 -5.71929 8.91583 -0.0020 0.0045 -0.0132
H 6.60044 -6.88790 7.58822 -0.0012 0.0143 -0.0027
H 6.41708 -7.43661 9.27758 -0.0013 0.0040 -0.0036
```
Forces are in eV/Å.

**Multiplicity**: 1
**Orbital gap**: 5.88 eV
**Highest occupied orbital energy**: -3.907 eV
**Charge**: -1
**Calculated total energy**: -63232.59783 eV

Atomic partial charges in e from the Mulliken method, atoms 1 to 6: atom 1 (B): 1.14, atom 2 (B): -0.47, atom 3 (O): -0.67, atom 4 (N): -0.09, atom 5 (C): -1.20, atom 6 (C): 0.00

---

(2)
Here is C20H46ClO10PS3Sb as an isolated structure from OMol25. Energies are from ωB97M-V/def2-TZVPD.

```
82
Properties=species:S:1:pos:R:3:forces:R:3
C -0.92768 1.57412 3.47937 -1.1160 -0.3357 0.2888
C -2.32120 2.11080 2.99609 0.4144 0.2530 1.9462
O -2.25925 2.96697 1.85815 0.7151 -0.7163 -2.2135
P -1.72463 2.13910 0.48050 -2.0363 -1.6907 1.1615
O -2.00972 0.67814 0.71736 0.8485 1.7643 -0.4416
C 0.04934 2.61342 0.26610 -0.2140 0.1893 -0.2241
C 0.88563 1.77593 -0.76412 0.7148 0.1468 -0.1551
C 0.65397 0.24897 -0.77936 -0.6293 1.0799 0.3134
Sb 1.95230 -0.96790 -2.05314 0.5689 -0.3631 0.3168
C 3.31532 0.66082 -2.61694 0.9240 0.5395 -0.8381
Cl 0.50219 -0.40148 -3.99982 -0.3555 0.1970 -0.3387
C 0.73916 -2.76578 -1.58919 -0.8683 -0.0702 0.7823
C -0.28691 -2.65631 -0.42327 -0.2401 -1.2132 0.3980
C -0.94155 -4.05853 -0.09377 -0.3649 1.9749 -0.4868
O -1.79782 -4.38301 -1.20979 0.5370 -1.0441 0.0175
C 3.21307 -1.40697 -0.21496 0.3693 -0.8118 -0.0477
S 4.85335 -2.10586 -0.54637 2.7467 3.6192 -0.0174
O 5.31512 -1.99652 -1.95083 -1.5225 -1.1572 1.8190
O 5.84500 -1.39084 0.33444 -1.9494 -1.7368 -0.6262
O -2.72447 2.68995 -0.72929 1.8779 0.0841 1.6826
C -2.32403 2.23273 -2.02635 -0.3970 -0.6448 -1.6998
C -2.78833 0.79571 -2.39008 -0.0484 0.2583 -0.5737
H -0.14083 2.34291 3.39005 -0.3536 -0.4014 -0.1057
H -0.69302 0.62688 2.96530 0.2315 0.6102 0.0502
H -1.04092 1.33984 4.56207 0.1436 0.1095 -0.6037
H -2.68543 2.75340 3.83086 0.1063 -0.0908 -0.7123
H -3.07168 1.30341 2.91369 0.5898 0.2649 -0.4164
H 0.09033 3.69869 0.02918 -0.0146 -0.5937 0.0013
H 0.52106 2.51746 1.26592 -0.5883 -0.1279 -0.4111
H 1.95656 1.94038 -0.50373 -0.6564 0.1641 -0.0615
H 0.77587 2.23528 -1.76966 0.0024 -0.4375 0.5024
H -0.38314 0.08395 -1.13163 0.6448 -0.3104 0.4048
H 0.77437 -0.10811 0.26884 -0.3343 -0.0039 -0.6609
H 2.91671 -2.00905 -3.07340 -0.1755 0.0886 -0.0178
H 3.42785 0.60390 -3.72522 -0.2762 -0.0629 0.6597
H 4.34540 0.48256 -2.22979 -0.7247 -0.0046 0.0311
H 3.01588 1.70064 -2.38942 -0.0333 -0.5030 0.0322
H 0.16827 -3.02574 -2.50276 0.5477 -0.0148 0.3676
H 1.44600 -3.58643 -1.31075 -0.2322 0.5140 -0.5099
H -1.15167 -2.00560 -0.66776 0.6396 -0.0873 0.1474
H 0.14288 -2.30778 0.54189 -0.0155 0.0830 -0.6170
H -0.16059 -4.82419 0.04848 -0.5642 0.0857 -0.1521
H -1.60782 -3.92958 0.78078 0.8732 -0.3330 -0.1694
H -2.64671 -3.98099 -1.04646 -0.2126 0.3057 0.0948
H 2.62117 -2.14585 0.36212 0.4800 0.2812 -0.1729
H 3.35331 -0.48447 0.38252 0.2606 -0.6187 -0.3441
H 4.80720 -3.41954 -0.11903 -0.1926 0.4203 -0.4238
H -1.23887 2.30920 -2.23359 -0.4345 0.0612 0.5530
H -2.81181 2.91590 -2.75506 0.2993 -0.2413 0.5544
H -3.88353 0.76236 -2.55596 0.4682 0.0314 0.3741
H -2.32733 0.55522 -3.37401 -0.1337 0.0916 0.6287
H -2.48645 0.01558 -1.67411 -0.1361 0.4957 -0.1759
C 5.10418 5.34269 0.33733 0.0065 -0.1017 0.0003
C 5.76191 4.93989 -0.98639 0.1019 0.0425 0.0274
C 4.63869 4.65551 -1.98849 0.4068 -0.2574 -0.0380
S 3.24880 5.66626 -1.48187 0.1465 0.0528 -0.1804
O 2.17948 4.79443 -1.06056 -0.0812 0.2604 -0.1160
O 3.04174 6.71930 -2.44896 -0.2579 -0.1772 0.1397
C 4.02324 6.35476 -0.02693 0.2324 0.0419 0.3920
H 5.82633 5.76367 1.03740 -0.0339 -0.0147 -0.0044
H 4.65152 4.46492 0.80594 -0.0050 0.0471 0.0027
H 6.38127 5.76424 -1.35065 -0.0344 -0.0068 0.0205
H 6.41023 4.07175 -0.86743 -0.0458 0.0125 -0.0291
H 4.92304 4.92281 -3.00389 -0.1980 -0.0088 -0.0144
H 4.32475 3.61179 -1.95412 -0.1092 0.0642 -0.0148
H 3.27998 6.49343 0.75589 -0.1111 0.0055 -0.1422
H 4.45869 7.31498 -0.30594 -0.0609 -0.0199 -0.0528
C -6.16449 -5.82795 1.80376 -0.0127 -0.0500 0.0739
C -6.41014 -4.96230 3.04412 -0.1029 0.0186 -0.0220
C -5.04236 -4.63193 3.65091 -0.4378 -0.0038 0.3246
S -3.87344 -4.65727 2.29206 0.0479 0.1595 -0.1322
O -2.95070 -5.74654 2.50192 -0.0245 0.2429 0.0251
O -3.42407 -3.31262 2.02613 0.0756 -0.2979 0.1403
C -5.04394 -5.13964 1.03280 -0.3332 -0.2275 -0.2164
H -7.06384 -5.92983 1.19600 0.0351 -0.0070 0.0092
H -5.84773 -6.82888 2.10893 0.0091 0.0233 -0.0526
H -6.91476 -4.03879 2.74891 0.0352 -0.0277 -0.0051
H -7.05001 -5.46693 3.76888 0.0250 0.0319 -0.0106
H -5.03137 -3.64709 4.11346 0.1891 -0.0276 -0.0418
H -4.73161 -5.38514 4.37399 0.1086 0.0122 -0.0897
H -4.55683 -5.78827 0.30676 0.1694 0.0994 0.0579
H -5.40051 -4.23093 0.54597 0.0758 0.0156 0.0384
```
Forces are in eV/Å.

**Multiplicity**: 1
**Orbital gap**: 6.14 eV
**Highest occupied orbital energy**: -4.233 eV
**Charge**: -1
**Calculated total energy**: -102814.74108 eV

Atomic partial charges in e from the Mulliken method, atoms 1 to 6: atom 1 (C): -0.94, atom 2 (C): -0.30, atom 3 (O): -0.50, atom 4 (P): 0.87, atom 5 (O): -0.40, atom 6 (C): -0.27

---

(3)
Here is C20H46CuO6SbSi as an isolated structure from OMol25. Energies are from ωB97M-V/def2-TZVPD.

```
75
Properties=species:S:1:pos:R:3:forces:R:3
Cu 9.06759 5.93592 8.36924 0.2353 0.0907 -0.0562
O 11.59815 3.76000 7.77690 -0.6335 0.6501 -0.6966
C 11.18459 4.54544 6.90151 -0.0478 0.2178 2.0074
O 10.38684 5.55874 7.04650 0.8897 -1.4067 -0.7711
H 11.62556 4.36366 5.91351 -0.2487 0.4094 -0.6485
C 9.06792 7.27029 11.60535 -0.0622 0.8194 1.0864
C 8.18799 7.77230 10.48540 -2.1281 -0.2944 1.1962
C 6.95314 8.50084 11.13090 -0.2366 -0.9977 -1.0862
C 7.74193 6.59670 9.58706 -0.4677 1.3674 -1.4529
H 9.27414 8.03571 12.40397 -0.2966 -0.4873 -0.7196
H 10.01048 6.92872 11.24894 0.8860 -0.3330 -0.4693
H 8.59366 6.42741 12.07234 -0.3067 -0.5378 0.4770
H 8.71961 8.56955 10.07212 1.0385 1.0344 -1.6612
H 6.41605 7.68943 11.64195 -0.1200 0.4184 0.4089
H 6.23307 8.88338 10.35461 0.8313 -0.1655 0.5851
H 7.27741 9.30023 11.79432 -0.2304 0.0053 0.1611
H 6.77311 6.83014 9.02053 1.1544 0.2012 0.4651
H 7.40150 5.82589 10.22681 -0.2674 -1.1037 1.0897
C 9.91565 10.29604 15.80594 -0.7145 -0.1084 0.5154
Sb 9.16935 11.03430 13.89643 -1.5921 -0.2577 0.1501
C 10.92638 11.72550 13.01350 -0.4033 0.8354 -0.6025
C 8.30879 12.83909 14.75047 -0.3803 -0.8424 -2.2289
H 10.59829 11.00015 16.26943 0.2371 0.1130 0.0676
H 10.42142 9.34996 15.61999 0.0989 -0.0315 0.0957
H 9.08265 10.10320 16.54270 0.6767 0.2006 -0.8982
H 11.66529 12.02575 13.69752 1.0934 0.2652 1.0877
H 10.73189 12.58255 12.35264 -0.4178 -0.2664 0.1733
H 11.26095 10.89069 12.44529 0.5550 -0.6174 -0.5947
H 9.16527 13.36596 15.04166 0.9318 1.0408 1.0561
H 7.64113 12.47183 15.50746 -0.2633 0.3400 0.4836
H 7.83975 13.39613 13.90715 0.1280 -0.4632 0.7245
C 6.00658 15.24264 11.53382 -2.3043 0.6580 1.8751
C 6.12240 14.64723 10.16450 -0.2357 -1.7633 0.9866
C 5.03364 15.19763 9.28631 0.2804 1.7776 -0.1875
C 5.91395 13.09908 10.28517 -0.0361 0.3328 -0.4402
O 7.33553 15.02708 9.61308 0.9304 -0.1398 -0.6216
Si 8.93764 14.84974 10.19635 -0.7434 -0.2440 1.3588
O 9.04274 13.97958 11.52596 0.0349 0.9468 -1.2334
O 9.42466 16.46216 10.33232 0.0820 -0.6006 0.3777
C 9.70835 17.48478 9.42396 -1.5294 0.3380 -1.1769
C 9.16187 18.76664 10.03165 -0.8985 -0.9583 -0.0888
C 11.16994 17.55470 9.14094 0.9457 -0.4219 0.7422
C 9.04922 17.24041 8.02152 -0.2513 -0.6849 0.7618
O 9.73596 14.33151 8.84261 0.8352 -1.0724 -0.2604
C 10.02343 12.91164 8.55479 0.2549 1.7563 0.6197
C 8.81473 12.08721 9.00507 1.1995 -1.4102 -0.9993
C 10.31565 12.90742 7.01718 -0.0751 -0.8116 2.2214
C 11.30075 12.42132 9.31896 -0.9353 -1.2562 -0.8560
H 5.00608 14.88123 12.07768 2.1249 0.6796 -0.9894
H 5.92932 16.34500 11.45289 -0.0259 -0.3422 -0.0283
H 6.88008 15.05709 12.15307 0.0058 -0.4318 0.0411
H 4.02626 15.18148 9.72468 0.3283 -0.0286 0.0384
H 5.02080 14.69140 8.33958 -0.0309 -0.2437 -0.5775
H 5.38698 16.25549 9.11948 -0.8281 -0.7727 -0.0716
H 5.01200 12.91193 10.87631 -0.0624 -0.0075 -0.2351
H 6.72182 12.57054 10.77573 0.3202 0.2442 0.2326
H 5.80435 12.65231 9.28417 -0.1354 0.1160 0.2771
H 9.60560 18.88667 10.99350 0.3457 0.2747 0.8493
H 8.08440 18.58235 10.17045 0.2577 0.3898 0.0063
H 9.33455 19.63640 9.42548 0.0721 0.4481 -0.4027
H 11.77861 17.64993 10.07885 -0.4208 0.1184 -0.9168
H 11.38668 18.28315 8.36723 0.2326 0.5295 0.2306
H 11.36009 16.60296 8.67926 0.6796 -0.6482 -0.0270
H 7.93684 17.27242 8.01212 0.7674 -0.1443 0.2031
H 9.41850 16.25527 7.70915 -0.5132 0.1054 -0.0745
H 9.43700 17.94004 7.30548 0.1044 0.6719 -0.3611
H 7.86233 12.54615 8.82690 -0.2260 0.1790 -0.7062
H 8.86915 11.96449 10.06342 0.1204 -0.0360 0.8784
H 8.90614 11.05995 8.56624 -0.4189 0.7435 0.1624
H 9.45085 13.24558 6.51358 -0.8609 0.3960 -0.7228
H 10.58847 11.91863 6.72108 -0.1377 -0.9440 -0.3602
H 11.17491 13.49291 6.79430 0.5702 0.9481 -0.0587
H 11.28188 12.32759 10.41922 -0.5037 0.5386 -0.6564
H 12.17688 12.98158 9.00600 0.1364 0.0154 -0.0789
H 11.34527 11.36494 8.94228 0.6049 0.6588 0.3234
```
Forces are in eV/Å.

**Multiplicity**: 1
**Orbital gap**: 6.52 eV
**Highest occupied orbital energy**: -2.203 eV
**Charge**: -2
**ΔE to the lowest compared entry with this formula, charge and spin**: 95.05 kJ/mol
**Calculated total energy**: -92830.93811 eV

Atomic partial charges in e from the Mulliken method, atoms 1 to 6: atom 1 (Cu): -0.61, atom 2 (O): -0.60, atom 3 (C): 0.10, atom 4 (O): -0.42, atom 5 (H): 0.35, atom 6 (C): -1.45